Below is a cluster of 11 separate species, C20H48BF4N4O6 in total in a non-equilibrium geometry, with properties calculated with the ωB97M-V functional and the def2-TZVPD basis.

Properties
- largest force on an atom (eV/A) = 9.14
- molar mass (g/mol) = 527.43
- HOMO-LUMO gap (eV) = 9.92
- net charge = -1

Element x y z (Å)
B1 -26.10894 -9.62738 100.95674
F1 -26.57434 -9.11340 99.74963
F2 -25.42156 -10.78735 100.60705
F3 -25.24514 -8.75611 101.62723
F4 -27.19588 -9.92413 101.77038
C1 -28.56615 -10.50499 104.86755
C2 -28.99175 -9.76913 106.14620
N1 -29.37583 -9.27163 107.12868
H1 -29.19580 -11.34339 104.59305
H2 -28.76472 -9.67340 104.06814
H3 -27.65932 -10.96769 104.84272
C3 -28.72339 -6.92001 100.13103
C4 -30.11418 -7.34890 99.66075
N2 -31.19247 -7.63020 99.28783
H4 -28.01421 -7.11732 99.39437
H5 -28.71155 -5.87019 100.24474
H6 -28.46326 -7.45876 101.05045
C5 -27.49949 -13.18819 99.01944
C6 -26.59091 -13.08976 97.79937
N3 -25.86984 -13.04316 96.88863
H7 -28.47424 -12.90935 98.93282
H8 -27.75749 -14.24371 99.02535
H9 -27.04741 -12.65149 99.80926
C7 -24.11525 -11.05122 103.76197
C8 -24.43684 -10.00544 104.74567
N4 -24.74707 -9.23576 105.65145
H10 -23.29382 -10.86227 103.06787
H11 -23.97555 -11.87206 104.40678
H12 -24.89104 -11.27004 102.97243
C9 -27.85236 -5.60766 104.68883
C10 -27.23015 -6.95318 104.14587
O1 -26.47444 -6.56378 102.92774
H13 -28.43042 -5.88463 105.37650
H14 -28.56730 -5.01967 104.15985
H15 -27.14467 -4.82624 105.13319
H16 -27.81661 -7.50350 103.47747
H17 -26.77179 -7.59476 104.84443
H18 -26.06107 -7.28054 102.71375
C11 -29.15262 -8.86257 96.15839
C12 -28.08125 -9.62211 96.86886
O2 -26.93986 -8.81830 97.01596
H19 -29.86322 -9.61209 95.83260
H20 -28.89977 -8.13574 95.25005
H21 -29.77749 -8.31388 96.89186
H22 -27.76062 -10.42416 96.08808
H23 -28.48211 -9.94244 97.69015
H24 -27.04766 -8.63261 97.98346
C13 -30.99186 -12.95926 101.75483
C14 -30.24394 -11.68491 101.52223
O3 -28.85435 -11.98059 101.64103
H25 -31.91870 -12.88095 101.59161
H26 -30.80724 -13.20981 102.73678
H27 -30.70205 -13.76228 101.13074
H28 -30.57737 -10.84477 102.16770
H29 -30.31988 -11.58065 100.54793
H30 -28.39075 -11.06455 101.54893
C15 -22.71088 -15.28576 100.05637
C16 -23.80551 -14.15676 99.96048
O4 -23.67749 -13.22922 101.10323
H31 -21.68652 -15.01563 100.26545
H32 -22.99925 -16.07656 99.23636
H33 -22.91686 -15.82227 100.82368
H34 -24.92276 -14.46273 99.70511
H35 -23.65719 -13.51985 99.10151
H36 -24.01834 -12.36622 100.73077
C17 -21.32124 -5.73821 102.84639
C18 -22.67322 -6.32704 102.69746
O5 -22.81659 -7.53916 103.39403
H37 -21.15627 -5.50999 103.91486
H38 -21.08833 -4.75794 102.42486
H39 -20.40007 -6.35641 102.41746
H40 -22.86722 -6.57161 101.63283
H41 -23.39504 -5.69183 103.31754
H42 -23.54080 -7.92645 103.70310
C19 -20.81624 -9.57891 99.42556
C20 -22.28391 -9.44833 99.72637
O6 -22.92379 -10.49703 99.03479
H43 -20.65804 -9.54755 98.30910
H44 -20.73891 -10.61610 99.86624
H45 -20.14734 -8.97314 99.94478
H46 -22.58753 -8.43508 99.59261
H47 -22.41274 -9.49541 100.72295
H48 -23.84189 -10.54866 99.44182